Record 1
Formula: FH3OP2
Source: the OMol25 dataset
Level of theory: ωB97M-V/def2-TZVPD

Geometry as XYZ:
```
7
Properties=species:S:1:pos:R:3:nbo_charge:R:1
O 1.5853 0.4732 0.3850 -1.005
F -2.3706 -0.4497 -0.1530 -0.591
P 0.3802 -0.6256 -0.1169 0.557
P -1.2539 0.7159 0.0261 0.728
H 2.4943 0.1674 0.4630 0.504
H 0.0449 -1.1237 1.2053 -0.093
H -0.8802 0.8426 -1.8094 -0.102
```

Results
HOMO level = -9.05 eV
Kohn-Sham gap = 9.025 eV
LUMO level = -0.001 Ha

Record 2
Formula: FH3P2S
Source: the OMol25 dataset
Level of theory: ωB97M-V/def2-TZVPD

Geometry as XYZ:
```
7
Properties=species:S:1:pos:R:3:nbo_charge:R:1
F -2.5065 -0.3035 0.6273 -0.584
P 0.3138 -0.6519 -0.1109 0.090
P -1.7344 0.5665 -0.5034 0.728
S 2.4499 -0.0710 -0.1465 -0.266
H 2.5384 -0.1007 1.1845 0.139
H 0.3640 -1.0532 -1.4419 -0.030
H -1.4253 1.6139 0.3909 -0.078
```

Results
HOMO level = -8.61 eV
Kohn-Sham gap = 8.150 eV
LUMO level = -0.017 Ha

Record 3
Formula: FH3P2S2
Source: the OMol25 dataset
Level of theory: ωB97M-V/def2-TZVPD

Geometry as XYZ:
```
8
Properties=species:S:1:pos:R:3:nbo_charge:R:1
F 4.8737 1.5411 -0.8474 -0.593
P 0.6458 0.0889 1.2390 0.193
P 4.2935 0.5862 0.3378 0.986
S 4.7037 -1.1667 -0.4258 -0.395
S -1.1737 -0.1559 0.1464 -0.351
H 0.9196 1.2814 0.3749 -0.009
H 0.0869 0.8415 2.2769 -0.009
H -0.6610 -0.5060 -1.2134 0.177
```

Results
HOMO level = -9.03 eV
Kohn-Sham gap = 7.456 eV
LUMO level = -0.058 Ha

Record 4
Formula: FH3P2S2
Source: the OMol25 dataset
Level of theory: ωB97M-V/def2-TZVPD

Geometry as XYZ:
```
8
Properties=species:S:1:pos:R:3:nbo_charge:R:1
F 0.6420 -0.4360 1.2159 -0.589
P 1.6103 0.2626 0.0839 0.717
P -2.1646 0.7833 0.4078 0.524
S -1.7619 1.8989 -1.1261 -0.404
S -2.1584 -1.2197 -0.1182 -0.298
H 2.0592 -1.0831 -0.0826 -0.061
H 2.8712 0.6904 0.6464 -0.064
H -1.0977 -0.8963 -1.0272 0.174
```

Results
HOMO level = -8.94 eV
Kohn-Sham gap = 7.700 eV
LUMO level = -0.045 Ha

Record 5
Formula: FH3S
Source: the OMol25 dataset
Level of theory: ωB97M-V/def2-TZVPD

Geometry as XYZ:
```
5
Properties=species:S:1:pos:R:3:nbo_charge:R:1
H -0.6385 -1.2105 -1.8365 0.151
H -0.1061 -0.3181 -0.1909 0.104
H 0.6065 0.5558 1.3899 0.550
F 1.2285 1.1574 1.7301 -0.550
S -1.0903 -0.1847 -1.0926 -0.255
```

Results
HOMO level = -10.23 eV
Kohn-Sham gap = 10.787 eV
LUMO level = 0.020 Ha

Record 6
Formula: FH8HfO4Pb
Source: the OMol25 dataset
Level of theory: ωB97M-V/def2-TZVPD

Geometry as XYZ:
```
15
Properties=species:S:1:pos:R:3:mulliken_spin:R:1
Pb -2.1537 -0.6167 1.4217 0.010
Hf -0.2422 1.2346 -2.6543 -0.005
F -0.7385 0.0074 -0.6632 0.004
O 2.2284 -0.5763 0.2226 0.590
H 2.9723 -0.9062 0.7267 -0.011
H 1.7414 -1.3613 -0.0282 -0.018
O 0.0954 0.3530 2.1796 0.446
H 0.3201 1.1254 2.6984 -0.008
H 0.6832 0.3914 1.4251 -0.015
O -3.4008 -1.5436 -0.6539 0.010
H -2.7426 -1.9718 -1.2013 -0.001
H -4.0770 -1.2600 -1.2691 0.000
O 1.5107 1.6799 -1.0243 0.001
H 1.7700 2.4661 -0.5438 0.000
H 2.0331 0.9781 -0.6360 -0.004
```

Results
HOMO level (alpha / beta) = -34.17 / -34.13 eV
Kohn-Sham gap (alpha / beta) = 3.192 / 3.153 eV
2S+1 = 2
Net charge = +6
<S²> = 0.834
LUMO level (alpha / beta) = -1.138 / -1.138 Ha

Record 7
Formula: FHMgNO3S2Sm
Source: the OMol25 dataset
Level of theory: ωB97M-V/def2-TZVPD

Geometry as XYZ:
```
10
Properties=species:S:1:pos:R:3:mulliken_spin:R:1
Mg 1.5067 2.4903 0.6756 0.952
N 0.8237 -0.3779 -0.6995 0.004
S 0.7937 1.2315 -1.4116 0.058
S 1.7467 -0.6418 0.5119 0.006
O 1.1766 -1.8918 1.1587 0.000
O 2.0677 0.5238 1.3620 -0.043
F 3.2272 -1.0951 0.0334 -0.001
Sm -0.9030 -2.1766 -0.2615 6.042
O -2.6046 -2.9978 0.8455 -0.017
H -2.8246 -2.8283 1.7618 0.000
```

Results
HOMO level (alpha / beta) = -6.39 / -8.11 eV
Kohn-Sham gap (alpha / beta) = 5.598 / 7.181 eV
2S+1 = 8
<S²> = 15.759
LUMO level (alpha / beta) = -0.029 / -0.034 Ha

Record 8
Formula: FHN2O2
Source: the OMol25 dataset
Level of theory: ωB97M-V/def2-TZVPD

Geometry as XYZ:
```
6
Properties=species:S:1:pos:R:3:nbo_charge:R:1
N 0.7416 -0.0696 1.0440 -0.098
N -0.2755 -0.0833 -1.0947 0.572
O -0.0272 0.9103 -1.6457 -0.273
O -0.7801 -1.1183 -1.2337 -0.249
F -0.3258 -0.5844 1.7307 -0.236
H 0.6670 0.9453 1.1994 0.284
```

Results
HOMO level (alpha / beta) = -9.72 / -10.93 eV
Kohn-Sham gap (alpha / beta) = 9.076 / 10.163 eV
LUMO level (alpha / beta) = -0.024 / -0.028 Ha

Record 9
Formula: FHN2O2S
Source: the OMol25 dataset
Level of theory: ωB97M-V/def2-TZVPD

Geometry as XYZ:
```
7
Properties=species:S:1:pos:R:3:mulliken_spin:R:1
N -0.9261 0.8463 -1.4662 0.037
N -0.2539 1.1403 -0.4834 0.334
O 0.1657 0.4338 0.4748 0.465
O 1.0306 -2.2496 0.4168 0.406
F -1.1464 1.9924 -2.2186 0.016
S 0.1357 -1.4180 1.1802 0.746
H 0.9944 -0.7452 2.0965 -0.002
```

Results
HOMO level (alpha / beta) = -7.67 / -10.42 eV
Kohn-Sham gap (alpha / beta) = 7.706 / 6.827 eV
2S+1 = 3
<S²> = 2.013
LUMO level (alpha / beta) = 0.001 / -0.132 Ha

Record 10
Formula: FHN6
Source: the OMol25 dataset
Level of theory: ωB97M-V/def2-TZVPD

Geometry as XYZ:
```
8
Properties=species:S:1:pos:R:3:nbo_charge:R:1
N -0.1753 -1.1344 -1.2322 0.048
N -1.2937 -0.6246 -0.9939 -0.159
N 0.8536 -0.8502 -0.7228 -0.033
N -1.3306 0.0003 0.1723 0.019
N 0.8614 0.5827 -0.2128 -0.354
N -0.3127 0.5505 0.6000 0.313
F -0.2708 0.7310 2.0803 -0.227
H 1.6680 0.7447 0.3092 0.392
```

Results
HOMO level (alpha / beta) = -10.03 / -10.03 eV
Kohn-Sham gap (alpha / beta) = 9.085 / 9.084 eV
LUMO level (alpha / beta) = -0.035 / -0.035 Ha

Record 11
Formula: FHNOS
Source: the OMol25 dataset
Level of theory: ωB97M-V/def2-TZVPD

Geometry as XYZ:
```
5
Properties=species:S:1:pos:R:3:mulliken_spin:R:1
N 0.4510 0.1073 0.3325 0.858
O 1.6165 0.5059 0.1844 0.507
F 0.5488 -1.7200 -0.3699 0.272
S -0.9752 0.9354 -0.5337 0.378
H -1.6411 0.1715 0.3867 -0.014
```

Results
HOMO level (alpha / beta) = -1.98 / -4.07 eV
Kohn-Sham gap (alpha / beta) = 5.950 / 7.376 eV
2S+1 = 3
Net charge = -1
<S²> = 2.011
LUMO level (alpha / beta) = 0.146 / 0.122 Ha

Record 12
Formula: FHO2PrS
Source: the OMol25 dataset
Level of theory: ωB97M-V/def2-TZVPD

Geometry as XYZ:
```
6
Properties=species:S:1:pos:R:3:mulliken_spin:R:1
S -0.7602 -0.1085 -1.3638 -0.168
F 2.7225 1.7238 1.6346 -0.018
O -0.2398 -1.3626 -2.0705 -0.089
Pr 1.1040 0.7557 0.7191 2.282
O -0.9585 -0.5110 0.3816 -0.006
H -1.8679 -0.4974 0.6991 -0.002
```

Results
HOMO level (alpha / beta) = -12.53 / -12.99 eV
Kohn-Sham gap (alpha / beta) = 6.006 / 7.183 eV
2S+1 = 3
Net charge = +1
<S²> = 2.162
LUMO level (alpha / beta) = -0.240 / -0.214 Ha